# 1
{
  "formula": "C24H18AgN5O3PS2",
  "method": "ωB97M-V with the def2-TZVPD basis set",
  "elements": ["Ag", "O", "S", "O", "O", "C", "C", "C", "C", "C", "C", "P", "C", "C", "C", "C", "C", "C", "C", "C", "C", "C", "C", "C", "H", "H", "H", "H", "H", "H", "H", "H", "H", "H", "H", "H", "H", "H", "S", "C", "N", "C", "C", "C", "N", "H", "H", "H", "H", "N", "C", "N", "C", "N"],
  "xyz": [[1.4019, 1.6802, -1.7259], [0.9467, 5.5044, 0.6725], [0.8864, 4.1120, 0.2963], [1.8115, 3.2199, 0.9794], [0.8807, 3.9063, -1.1636], [-0.7277, 3.5371, 0.8517], [-1.6548, 4.4888, 1.2470], [-2.9051, 4.1042, 1.7090], [-3.2284, 2.7594, 1.7837], [-2.3023, 1.8041, 1.3892], [-1.0434, 2.1735, 0.9192], [0.1651, 0.9176, 0.3518], [1.0951, 0.4562, 1.8461], [2.4037, 0.0139, 1.6805], [3.1423, -0.4072, 2.7773], [2.5824, -0.3735, 4.0463], [1.2826, 0.0842, 4.2179], [0.5402, 0.4955, 3.1210], [-0.8835, -0.5604, 0.0810], [-0.6750, -1.7713, 0.7353], [-1.4176, -2.8963, 0.3902], [-2.3767, -2.8239, -0.6072], [-2.5951, -1.6176, -1.2646], [-1.8494, -0.5001, -0.9289], [-1.3690, 5.5302, 1.1918], [-3.6230, 4.8560, 2.0126], [-4.1997, 2.4476, 2.1473], [-2.5664, 0.7554, 1.4427], [2.8507, 0.0201, 0.6922], [4.1612, -0.7461, 2.6386], [3.1620, -0.6914, 4.9043], [0.8480, 0.1261, 5.2090], [-0.4707, 0.8597, 3.2594], [0.0723, -1.8426, 1.5156], [-1.2378, -3.8326, 0.9049], [-2.9453, -3.7012, -0.8880], [-3.3277, -1.5559, -2.0581], [-2.0090, 0.4305, -1.4620], [3.4929, 0.2423, -2.0654], [2.8222, -1.2993, -2.1366], [1.5055, -1.4632, -2.4850], [0.8611, -2.6387, -2.4363], [1.5542, -3.7530, -2.0656], [2.9185, -3.5650, -1.8006], [3.5393, -2.4088, -1.8333], [0.9895, -0.6260, -2.7819], [-0.1854, -2.6346, -2.7177], [1.0800, -4.7192, -2.0056], [3.5383, -4.4206, -1.5471], [-0.0373, 0.8357, -3.5411], [-0.9520, 0.2715, -3.9975], [-1.9979, -0.3289, -4.4770], [-1.9641, -1.6467, -4.4997], [-1.9902, -2.8085, -4.5250]],
  "charge": -1,
  "e_homo_ha": -0.2008,
  "fmax_ev_per_a": 0.211,
  "orbital_gap_ev": 7.54
}

---

# 2
{
  "formula": "C24H18AsBrCl5F8N2O3Ti",
  "method": "ωB97M-V with the def2-TZVPD basis set",
  "elements": ["Ti", "Cl", "C", "C", "C", "Cl", "C", "Cl", "C", "Cl", "C", "Cl", "F", "As", "F", "F", "F", "F", "F", "N", "C", "C", "C", "C", "C", "N", "C", "H", "H", "H", "H", "C", "C", "C", "C", "O", "H", "H", "H", "H", "H", "H", "H", "H", "H", "Br", "C", "C", "C", "C", "C", "C", "C", "O", "O", "H", "H", "H", "H", "F", "C", "F", "H"],
  "xyz": [[0.2384, 0.8798, 0.8820], [-1.0847, 0.6805, -2.6701], [-2.1551, 1.0904, -1.3354], [-1.7504, 0.6221, -0.0108], [-2.5280, 1.2523, 1.0428], [-1.6536, 1.3144, 2.5805], [-3.6599, 1.9802, 0.8298], [-4.4979, 2.7042, 2.1898], [-4.1337, 2.1920, -0.4661], [-5.7283, 2.8334, -0.7543], [-3.2869, 1.8183, -1.5411], [-3.7183, 2.3186, -3.1541], [0.2878, -0.9566, 2.1364], [0.2868, -1.6920, 3.7845], [0.3725, -0.1199, 4.4697], [2.0024, -1.7931, 3.7176], [0.2762, -2.4239, 5.3510], [0.2043, -3.2263, 2.9866], [-1.4289, -1.6211, 3.7731], [2.8372, 4.1979, -3.7212], [2.1150, 4.1211, -2.8266], [1.2367, 4.0396, -1.6994], [0.6899, 5.2174, -1.0907], [-0.1362, 5.0184, 0.0099], [-0.3771, 3.7613, 0.5033], [0.1828, 2.6194, -0.0688], [0.9542, 2.8155, -1.1666], [0.9079, 6.1985, -1.4881], [-0.5978, 5.8606, 0.5102], [-1.0182, 3.6150, 1.3581], [1.3657, 1.9285, -1.6195], [2.7937, -1.7712, 0.3869], [2.4768, -0.6506, -0.5995], [2.1362, -1.2103, -1.9760], [3.6744, 0.2896, -0.6865], [1.3541, 0.0889, -0.1282], [3.6556, -2.3428, 0.0343], [1.9501, -2.4475, 0.4986], [3.0182, -1.3511, 1.3668], [2.9371, -1.8668, -2.3252], [2.0028, -0.3976, -2.6935], [1.2044, -1.7758, -1.9314], [4.5697, -0.2709, -0.9650], [3.8336, 0.7677, 0.2809], [3.4993, 1.0727, -1.4273], [-4.5149, -3.7752, -1.8691], [-2.7224, -4.0211, -1.2975], [-2.1492, -5.2460, -1.6190], [-0.8385, -5.5159, -1.2675], [-0.1074, -4.5642, -0.5803], [-0.6895, -3.3491, -0.2662], [-1.9943, -3.0404, -0.6308], [-2.5142, -1.6638, -0.3167], [-3.6475, -1.3029, -0.4310], [-1.5172, -0.8584, 0.0753], [-2.7421, -5.9809, -2.1454], [-0.3976, -6.4707, -1.5287], [0.9158, -4.7627, -0.2851], [-0.1435, -2.6011, 0.2856], [2.4743, 2.6423, 1.4938], [1.5617, 1.8518, 2.2299], [2.3834, 0.8132, 2.6986], [1.3341, 2.4643, 3.1066]],
  "multiplicity": 2,
  "charge": -2,
  "e_homo_ha": [-0.0270, -0.0391],
  "fmax_ev_per_a": 2.531,
  "orbital_gap_ev": [4.76, 5.09],
  "s_squared": 0.7787
}

---

# 3
{
  "formula": "C24H18BClF5N6O3RhSe",
  "method": "ωB97M-V with the def2-TZVPD basis set",
  "elements": ["Rh", "C", "C", "N", "N", "C", "B", "N", "C", "C", "C", "N", "N", "C", "C", "C", "N", "H", "H", "H", "H", "H", "H", "H", "H", "H", "H", "F", "C", "C", "F", "C", "F", "C", "Se", "C", "F", "C", "F", "C", "C", "C", "C", "Cl", "C", "C", "C", "O", "C", "C", "O", "O", "H", "H", "H", "H", "H", "H", "H", "H"],
  "xyz": [[14.4028, -12.4720, 9.6626], [12.3796, -8.5590, 9.7845], [12.9839, -9.5749, 9.0311], [13.4998, -10.5065, 9.8199], [13.2329, -10.1514, 11.1004], [12.5818, -8.9624, 11.0991], [13.7152, -10.9527, 12.3739], [13.0559, -12.3678, 12.4182], [12.3752, -12.9533, 13.4103], [12.0728, -14.2342, 13.0624], [12.5893, -14.3732, 11.7644], [13.2055, -13.2281, 11.4006], [15.2386, -11.1308, 12.2966], [16.2059, -10.5462, 13.0381], [17.4279, -10.8284, 12.4680], [17.0962, -11.6179, 11.3370], [15.7947, -11.7613, 11.2530], [11.8467, -7.6472, 9.5299], [13.0789, -9.6852, 7.9608], [12.2993, -8.5295, 12.0583], [13.3416, -10.3335, 13.3213], [12.2020, -12.3917, 14.3323], [11.5114, -14.9060, 13.7033], [12.5598, -15.2117, 11.0705], [15.9670, -9.9748, 13.9171], [18.3930, -10.5831, 12.8310], [17.7164, -12.0321, 10.5548], [6.5527, -13.2285, 9.4409], [7.8665, -13.2866, 9.1741], [8.5024, -12.1685, 8.6784], [7.8146, -11.0536, 8.4094], [9.8569, -12.1872, 8.4256], [10.3808, -11.1062, 7.8330], [10.6094, -13.3454, 8.5885], [12.3761, -13.4912, 7.9515], [9.9543, -14.4618, 9.0761], [10.6359, -15.6014, 9.2662], [8.6008, -14.4324, 9.3954], [8.0459, -15.4605, 10.0270], [14.3199, -11.9616, 4.8218], [15.3423, -10.8775, 5.0050], [15.0312, -9.5263, 4.8644], [15.9931, -8.5666, 4.9424], [15.6398, -6.8791, 4.7031], [17.2935, -8.8844, 5.2989], [17.6110, -10.2258, 5.4489], [16.6693, -11.1889, 5.3393], [17.1461, -12.4942, 5.4593], [16.5288, -13.4475, 6.2743], [15.8720, -12.9656, 7.5850], [15.8658, -11.7647, 7.9525], [15.2167, -13.8739, 8.2406], [13.4207, -11.5752, 4.3584], [14.0554, -12.4259, 5.7890], [14.7374, -12.8048, 4.2403], [14.0274, -9.2497, 4.6287], [18.0644, -8.1300, 5.4023], [18.6119, -10.5250, 5.7008], [17.3168, -14.1203, 6.5744], [15.7424, -13.9817, 5.7592]],
  "multiplicity": 5,
  "e_homo_ha": [-0.3027, -0.3094],
  "fmax_ev_per_a": 1.894,
  "orbital_gap_ev": [8.37, 5.44],
  "s_squared": 6.0116
}

---

# 4
{
  "formula": "C24H18CeN2O4",
  "method": "ωB97M-V with the def2-TZVPD basis set",
  "elements": ["Ce", "C", "O", "C", "C", "C", "C", "C", "C", "N", "N", "C", "C", "O", "C", "C", "C", "C", "C", "C", "C", "C", "H", "H", "H", "H", "H", "H", "H", "H", "H", "H", "H", "H", "H", "O", "C", "O", "C", "C", "C", "C", "C", "C", "H", "H", "H", "H", "H"],
  "xyz": [[0.9197, 0.3516, -0.0911], [2.5968, -1.7608, 2.1146], [1.3938, -1.0128, 1.8614], [0.3072, -1.2340, 2.7249], [0.4176, -1.8460, 3.9614], [-0.7025, -1.9996, 4.7689], [-1.9407, -1.5479, 4.3447], [-2.0719, -0.9476, 3.1089], [-0.9587, -0.7788, 2.2812], [-1.0477, -0.1618, 1.0150], [-2.2780, 0.0521, 0.6298], [-2.6167, 0.6367, -0.5073], [-1.7234, 1.0459, -1.5829], [-0.4573, 0.7767, -1.5975], [-2.2809, 1.7448, -2.6893], [-3.5897, 2.1092, -2.7194], [-4.4975, 1.7261, -1.7007], [-5.8489, 2.1068, -1.7495], [-6.7331, 1.6648, -0.7946], [-6.2963, 0.7960, 0.2074], [-4.9707, 0.4332, 0.2863], [-4.0381, 0.9150, -0.6389], [3.1095, -1.4057, 3.0150], [3.2378, -1.6008, 1.2398], [2.3750, -2.8282, 2.2072], [1.3699, -2.2123, 4.3081], [-0.5971, -2.4731, 5.7334], [-2.8066, -1.6663, 4.9760], [-3.0306, -0.5891, 2.7694], [-1.6025, 2.0032, -3.4889], [-3.9755, 2.6899, -3.5423], [-6.1762, 2.7554, -2.5509], [-7.7675, 1.9711, -0.8282], [-7.0041, 0.4131, 0.9284], [-4.6360, -0.2454, 1.0533], [2.8418, 1.2560, -0.4355], [3.2112, 0.1864, -1.0181], [2.4405, -0.8300, -0.9905], [4.5227, 0.0906, -1.6903], [5.4585, 1.1191, -1.5819], [6.6831, 0.9961, -2.2098], [6.9744, -0.1421, -2.9473], [6.0459, -1.1673, -3.0601], [4.8224, -1.0561, -2.4292], [5.2166, 1.9978, -1.0047], [7.4150, 1.7842, -2.1184], [7.9318, -0.2288, -3.4373], [6.2793, -2.0528, -3.6324], [4.0777, -1.8346, -2.4978]],
  "charge": 2,
  "e_homo_ha": [-0.5080, -0.5081],
  "fmax_ev_per_a": 4.507,
  "orbital_gap_ev": [5.17, 5.22]
}